[1]
C6H24As2F12N12O6Tl as an isolated structure. Source: the Open Molecules 2025 dataset; level of theory: ωB97M-V/def2-TZVPD.

```
! wB97M-V def2-TZVPD RIJCOSX def2/J DEFGRID3
* xyz 1 1
Tl -0.386 -0.296 0.096
As 4.069 -0.033 1.609
F 2.343 0.161 1.312
F 3.686 -1.201 2.801
F 5.734 -0.224 1.923
F 4.430 1.121 0.366
F 3.985 1.247 2.776
F 4.156 -1.300 0.395
As -2.631 -4.060 1.343
F -1.601 -2.900 0.479
F -3.210 -4.582 -0.188
F -3.642 -5.175 2.148
F -1.964 -3.435 2.802
F -3.889 -2.853 1.435
F -1.374 -5.258 1.323
C -3.962 -1.039 -1.368
O -2.774 -0.927 -1.039
N -4.906 -1.581 -0.556
N -4.424 -0.504 -2.550
H -5.872 -1.595 -0.817
H -4.575 -2.203 0.177
H -5.386 -0.530 -2.835
H -3.822 -0.144 -3.267
C 2.043 -3.507 0.517
O 1.378 -2.448 0.672
N 1.568 -4.694 0.967
N 3.318 -3.515 0.031
H 2.032 -5.568 0.800
H 0.634 -4.718 1.364
H 3.811 -2.641 0.008
H 3.808 -4.383 -0.060
C 2.411 -0.594 -2.626
O 1.501 -0.092 -1.921
N 2.315 -0.519 -3.981
N 3.469 -1.254 -2.103
H 1.541 0.003 -4.348
H 2.979 -0.925 -4.613
H 4.067 -1.735 -2.749
H 3.802 -1.025 -1.175
C 1.387 2.946 -1.037
O 0.934 2.019 -0.310
N 0.540 3.771 -1.718
N 2.723 3.109 -1.189
H -0.444 3.752 -1.531
H 0.915 4.378 -2.424
H 3.026 3.934 -1.676
H 3.366 2.528 -0.662
C -0.061 2.664 2.546
O -0.591 1.633 2.096
N 1.263 2.768 2.763
N -0.836 3.644 3.115
H 1.787 3.609 2.923
H 1.845 1.959 2.618
H -0.345 4.371 3.600
H -1.812 3.523 3.311
C -3.146 2.733 -0.197
O -2.140 2.002 -0.163
N -3.303 3.752 0.710
N -4.177 2.534 -1.077
H -2.520 4.025 1.273
H -4.136 4.305 0.800
H -4.069 1.727 -1.669
H -4.866 3.239 -1.251
*
```

Results
HOMO energy: -12.5 eV
LUMO: -8.8 eV
Kohn-Sham gap: 3.726 eV
Relative energy (zero: lowest compared OMol25 entry of this formula, charge and spin): 32.6 kJ/mol

***

[2]
A 2-piece molecular cluster, C4H12OS overall. Source: the Open Molecules 2025 dataset; level of theory: ωB97M-V/def2-TZVPD.

```
! wB97M-V def2-TZVPD RIJCOSX def2/J DEFGRID3
* xyz 0 1
C -0.457 0.837 -2.277
C -1.066 1.355 -0.994
C -0.179 0.980 0.210
C -0.784 1.266 1.571
S 0.142 0.482 2.951
H -0.673 1.483 -3.129
H -0.953 -0.084 -2.594
H 0.607 0.631 -2.292
H -1.271 2.425 -0.965
H -2.057 0.902 -0.878
H 0.112 -0.073 0.155
H 0.722 1.575 0.032
H -0.576 2.329 1.746
H -1.819 1.168 1.807
H 1.190 1.314 2.962
O 1.549 -4.577 -3.443
H 1.247 -4.340 -4.328
H 2.400 -4.110 -3.442
*
```

Results
HOMO energy: -9.0 eV
LUMO: 0.8 eV
Kohn-Sham gap: 9.763 eV
Relative energy (zero: lowest compared OMol25 entry of this formula, charge and spin): 64.8 kJ/mol
Structure (SMILES): CCCCS.O

***

[3]
A single C2H2O3 molecule. Source: the Open Molecules 2025 dataset; level of theory: ωB97M-V/def2-TZVPD.

```
! wB97M-V def2-TZVPD RIJCOSX def2/J DEFGRID3
* xyz 0 3
C -0.868 0.021 0.001
C 0.570 -0.021 0.003
O -0.121 1.252 -0.005
O 1.610 -0.444 -0.717
O 1.616 -0.435 0.717
H -1.400 -0.193 -0.919
H -1.407 -0.181 0.920
*
```

Results
HOMO energy (spin up / spin down): -7.2 / -11.3 eV
LUMO (spin up / spin down): 0.9 / -2.1 eV
Kohn-Sham gap (spin up / spin down): 8.080 / 9.205 eV
Relative energy (zero: lowest compared OMol25 entry of this formula, charge and spin): 536.9 kJ/mol

***

[4]
C4H12NO2 as an isolated structure. Source: the Open Molecules 2025 dataset; level of theory: ωB97M-V/def2-TZVPD.

```
! wB97M-V def2-TZVPD RIJCOSX def2/J DEFGRID3
* xyz -1 1
C 1.704 -1.668 -0.482
C 1.827 -0.697 0.660
N 2.004 0.708 0.240
C 0.464 1.193 -0.634
C -0.662 0.778 0.347
O -1.134 -0.562 0.158
H 0.929 -1.216 -1.150
H 2.658 -1.789 -1.064
H 1.462 -2.704 -0.137
H 2.595 -0.963 1.409
H 0.859 -0.716 1.291
H 1.528 0.755 -0.829
H 0.535 2.295 -0.561
H 0.085 0.823 -1.550
H -1.447 1.512 0.336
H -0.186 0.821 1.458
H -4.330 0.054 -0.160
H -2.085 -0.365 -0.186
O -3.445 0.424 -0.143
*
```

Results
HOMO energy: -3.5 eV
LUMO: 4.0 eV
Kohn-Sham gap: 7.482 eV
Relative energy (zero: lowest compared OMol25 entry of this formula, charge and spin): 483.6 kJ/mol

***

[5]
A single C2HF3S molecule. Source: the Open Molecules 2025 dataset; level of theory: ωB97M-V/def2-TZVPD.

```
! wB97M-V def2-TZVPD RIJCOSX def2/J DEFGRID3
* xyz 0 1
F -0.602 -0.264 -1.600
C 0.335 0.042 -0.718
S 0.726 -1.438 0.483
C -0.155 0.110 0.695
F -1.521 -0.114 0.699
F 0.148 1.002 1.668
H 1.070 0.661 -1.228
*
```

Results
HOMO energy: -10.3 eV
LUMO: 0.4 eV
Kohn-Sham gap: 10.694 eV
Relative energy (zero: lowest compared OMol25 entry of this formula, charge and spin): 92.5 kJ/mol
Structure (SMILES): F[C@@H]1SC1(F)F

***

[6]
C22H50N3NdO2P2 as an isolated structure. Source: the Open Molecules 2025 dataset; level of theory: ωB97M-V/def2-TZVPD.

```
! wB97M-V def2-TZVPD RIJCOSX def2/J DEFGRID3
* xyz 2 4
Nd -0.034 0.051 -0.432
P -2.782 0.259 -1.134
P 1.967 -1.983 -0.433
N -0.820 -2.056 -1.677
C -3.252 -1.298 -2.024
H -4.131 -1.710 -1.484
H -3.602 -1.011 -3.026
C -2.175 -2.406 -2.066
H -2.487 -3.213 -1.370
H -2.227 -2.838 -3.110
C 0.092 -3.116 -2.196
H 0.629 -2.744 -3.114
H -0.475 -4.012 -2.517
C 1.085 -3.460 -1.107
H 1.799 -4.236 -1.412
H 0.458 -3.830 -0.272
C 2.902 -2.649 1.007
C 1.995 -2.690 2.251
H 1.090 -3.287 2.093
H 1.693 -1.684 2.565
H 2.561 -3.144 3.078
C 3.159 -1.635 -1.813
C 3.788 -0.228 -1.660
H 3.833 0.251 -2.649
H 4.812 -0.292 -1.264
H 3.216 0.448 -0.999
C -2.906 1.566 -2.450
C -2.702 2.968 -1.860
H -2.619 3.685 -2.684
H -1.799 3.061 -1.242
H -3.559 3.275 -1.245
C -4.034 0.552 0.185
C -3.544 1.588 1.202
H -4.214 1.545 2.074
H -3.574 2.608 0.802
H -2.528 1.390 1.573
C -1.260 -1.491 0.983
O -1.851 -2.370 1.499
C 4.173 -2.776 -1.995
H 4.041 -3.617 -1.300
H 4.083 -3.184 -3.013
H 5.202 -2.411 -1.893
C -4.155 1.476 -3.328
H -4.415 2.470 -3.703
H -3.975 0.844 -4.206
H -5.034 1.085 -2.810
C -5.433 0.862 -0.333
H -6.108 0.936 0.529
H -5.489 1.819 -0.863
H -5.829 0.076 -0.985
C 4.187 -1.867 1.282
H 4.003 -0.788 1.393
H 4.615 -2.223 2.226
H 4.947 -2.014 0.504
H 3.150 -3.684 0.703
H -4.073 -0.437 0.680
H 2.520 -1.618 -2.713
H -2.040 1.341 -3.096
H -0.469 -0.670 -3.262
H -0.467 -0.248 -3.843
C -0.196 0.511 3.602
N 0.775 1.622 3.431
C 1.099 2.291 4.688
C 1.118 2.004 2.186
O 0.661 1.383 1.214
N 1.950 3.060 1.928
C 2.779 3.840 2.823
C 2.130 3.387 0.497
H -1.197 0.916 3.848
H 0.137 -0.135 4.424
H -0.281 -0.080 2.678
H 2.129 2.075 5.015
H 0.949 3.376 4.624
H 0.435 1.904 5.456
H 3.761 3.948 2.362
H 2.355 4.841 2.962
H 2.907 3.368 3.784
H 2.897 2.741 0.042
H 1.192 3.286 -0.058
H 2.464 4.427 0.445
*
```

Results
HOMO energy (spin up / spin down): -12.9 / -13.0 eV
LUMO (spin up / spin down): -6.7 / -6.5 eV
Kohn-Sham gap (spin up / spin down): 6.207 / 6.493 eV

***

[7]
An isolated ion of composition C6H14N5 and charge +1. Source: the Open Molecules 2025 dataset; level of theory: ωB97M-V/def2-TZVPD.

```
! wB97M-V def2-TZVPD RIJCOSX def2/J DEFGRID3
* xyz 1 1
H -0.929 2.995 -0.306
N -0.933 1.990 -0.456
C 0.203 1.477 -0.610
C 0.373 -0.004 -0.886
N 1.703 -0.529 -0.649
C 2.304 -0.212 0.632
N 2.840 1.139 0.672
C -0.627 -0.928 -0.206
C -0.295 -2.370 -0.202
N -1.694 -0.532 0.315
C -2.660 0.161 0.763
N -3.761 0.434 0.094
H 1.156 2.011 -0.581
H 0.160 -0.132 -1.961
H 2.341 -0.283 -1.396
H 1.532 -0.294 1.404
H 3.067 -0.985 0.815
H 3.063 1.418 1.618
H 3.691 1.206 0.127
H 0.643 -2.526 0.329
H -0.125 -2.708 -1.222
H -1.083 -2.957 0.261
H -2.622 0.455 1.809
H -3.831 0.232 -0.891
H -4.516 0.943 0.526
*
```

Results
HOMO energy: -12.5 eV
LUMO: -3.2 eV
Kohn-Sham gap: 9.338 eV
Relative energy (zero: lowest compared OMol25 entry of this formula, charge and spin): 212.7 kJ/mol
Structure (SMILES): [H]/N=C/[C@@H](NCN)/C(C)=N\C=[NH2+]

***

[8]
A single C3H5NO2 molecule. Source: the Open Molecules 2025 dataset; level of theory: ωB97M-V/def2-TZVPD.

```
! wB97M-V def2-TZVPD RIJCOSX def2/J DEFGRID3
* xyz 0 1
O -1.178 1.432 -0.877
N -0.718 1.000 0.401
O 0.828 1.252 0.515
C 1.010 -0.154 0.542
C 0.511 -0.991 -0.605
C -0.479 -0.422 0.359
H -1.764 2.165 -0.623
H 1.535 -0.619 1.367
H 0.556 -0.569 -1.602
H 0.695 -2.057 -0.560
H -0.997 -1.036 1.084
*
```

Results
HOMO energy: -9.2 eV
LUMO: 1.0 eV
Kohn-Sham gap: 10.226 eV
Relative energy (zero: lowest compared OMol25 entry of this formula, charge and spin): 584.1 kJ/mol
Structure (SMILES): ON1O[C@@H]2C[C@@H]21

***

Result set for energy: -195760.192; -17224.873; -8239.532; -9923.211; -21076.367; -66030.615; -13892.422; -8771.641 eV, one per record in the order listed.
Result set for F_max: 2.1; 2.9; 16.4; 5.8; 2.0; 6.7; 0.7; 2.2 eV/A, one per record in the order listed.